1.
This record from OMol25 describes the molecule C16H23N3O2S2. The level of theory is wB97M-V/def2-TZVPD.

Structure (ORCA input):
```
! RIJCOSX wB97M-V def2-TZVPD def2/J DEFGRID3
* xyz 0 1
C -6.78 -1.22 -0.68
C -5.44 -0.83 -0.08
C -5.58 0.35 0.88
C -4.27 0.61 1.63
C -3.14 0.62 0.67
S -1.58 1.25 1.06
C -0.99 0.85 -0.53
C 0.39 1.09 -0.97
O 0.80 0.69 -2.05
N 1.16 1.75 -0.07
N 2.52 2.03 -0.25
C 3.50 1.06 -0.22
S 4.94 1.44 0.49
N 3.22 -0.09 -0.83
C 4.05 -1.26 -0.80
C 3.39 -2.37 0.04
C 3.13 -1.94 1.50
C 1.63 -1.64 1.51
C 1.11 -2.59 0.43
O 2.13 -2.69 -0.54
C -1.96 0.26 -1.29
C -3.19 0.13 -0.61
C -4.44 -0.47 -1.18
H -7.48 -1.53 0.10
H -6.66 -2.05 -1.38
H -7.22 -0.38 -1.21
H -5.04 -1.68 0.48
H -6.38 0.16 1.60
H -5.86 1.24 0.31
H -4.32 1.56 2.18
H -4.11 -0.18 2.37
H 0.78 1.96 0.84
H 2.81 2.92 0.14
H 2.38 -0.14 -1.40
H 5.02 -0.99 -0.37
H 4.19 -1.63 -1.82
H 4.04 -3.26 0.00
H 3.35 -2.76 2.18
H 3.73 -1.08 1.77
H 1.44 -0.60 1.21
H 1.16 -1.81 2.47
H 0.92 -3.59 0.87
H 0.21 -2.24 -0.07
H -1.78 -0.07 -2.30
H -4.18 -1.35 -1.77
H -4.89 0.25 -1.86
*
```

Calculated values
- gap between HOMO and LUMO (eV) = 8.211
- SMILES string = C[C@@H]1CCc2sc(C(=O)NNC(=S)NC[C@H]3CCCO3)cc2C1
- HOMO (eV) = -8.135
- energy relative to the best compared isomer or geometry (same formula, charge and spin) (eV) = 1.538



2.
This record from OMol25 describes the molecule C16H23N5OS in a non-equilibrium geometry. The level of theory is wB97M-V/def2-TZVPD.

Structure (ORCA input):
```
! RIJCOSX wB97M-V def2-TZVPD def2/J DEFGRID3
* xyz 0 1
C 2.77 3.60 0.07
C 2.58 2.14 0.27
C 3.22 1.21 -0.60
C 3.03 -0.13 -0.45
C 3.60 -1.16 -1.35
N 2.23 -0.51 0.58
C 1.73 -1.69 1.06
S 1.92 -3.27 0.34
C 0.14 -3.52 0.04
C -0.39 -2.22 -0.58
O 0.34 -1.60 -1.33
N -1.63 -1.85 -0.21
C -2.50 -2.77 0.48
C -2.17 -0.48 -0.32
C -1.35 0.46 -1.20
C -2.03 1.83 -1.28
C -2.15 2.43 0.12
C -2.96 1.50 1.01
C -2.31 0.13 1.08
N 0.91 -1.46 2.05
N 0.83 -0.15 2.27
C 1.61 0.45 1.40
N 1.80 1.75 1.24
H 2.42 3.90 -0.92
H 3.83 3.85 0.14
H 2.22 4.15 0.83
H 3.84 1.58 -1.40
H 4.27 -0.71 -2.08
H 4.14 -1.92 -0.79
H 2.78 -1.65 -1.88
H -0.32 -3.76 1.00
H 0.06 -4.36 -0.65
H -2.42 -3.77 0.05
H -2.28 -2.82 1.55
H -3.53 -2.43 0.36
H -3.16 -0.58 -0.78
H -1.23 0.04 -2.20
H -0.35 0.59 -0.77
H -1.45 2.48 -1.92
H -3.02 1.72 -1.72
H -2.63 3.41 0.06
H -1.15 2.57 0.54
H -3.03 1.92 2.02
H -3.97 1.41 0.61
H -2.92 -0.52 1.71
H -1.32 0.21 1.54
*
```

Calculated values
- gap between HOMO and LUMO (eV) = 8.777
- SMILES string = Cc1cc(C)n2c(SCC(=O)N(C)C3CCCCC3)nnc2n1
- HOMO (eV) = -8.308
- energy relative to the best compared isomer or geometry (same formula, charge and spin) (eV) = 0.835



3.
This record from OMol25 describes the molecule C16H23O3P in a non-equilibrium geometry. The level of theory is wB97M-V/def2-TZVPD.

Structure (ORCA input):
```
! RIJCOSX wB97M-V def2-TZVPD def2/J DEFGRID3
* xyz 0 1
C -3.18 -2.44 1.72
C -1.67 -2.35 1.75
O -1.22 -1.17 1.09
P -0.59 -1.27 -0.40
O -0.76 -2.60 -1.00
C 1.11 -0.81 -0.16
C 2.28 -0.61 0.00
C 3.69 -0.31 0.19
C 3.88 1.21 0.15
C 4.50 -0.98 -0.92
C 4.12 -0.86 1.56
C -1.49 0.14 -1.22
C -1.04 0.19 -2.68
O -2.84 -0.24 -1.20
C -1.21 1.41 -0.46
C -2.17 1.97 0.37
C -1.89 3.11 1.11
C -0.65 3.71 1.03
C 0.31 3.16 0.19
C 0.04 2.03 -0.55
H -3.51 -3.30 2.30
H -3.53 -2.56 0.70
H -3.62 -1.55 2.15
H -1.23 -3.23 1.26
H -1.30 -2.29 2.78
H 3.59 1.61 -0.82
H 4.93 1.46 0.33
H 3.27 1.69 0.92
H 4.20 -0.60 -1.90
H 5.56 -0.77 -0.79
H 4.35 -2.05 -0.91
H 5.18 -0.65 1.73
H 3.97 -1.93 1.60
H 3.54 -0.39 2.35
H 0.04 0.23 -2.75
H -1.48 1.05 -3.18
H -1.38 -0.72 -3.16
H -3.07 -0.46 -0.29
H -3.16 1.54 0.43
H -2.66 3.54 1.74
H -0.43 4.59 1.60
H 1.29 3.62 0.11
H 0.80 1.62 -1.19
*
```

Calculated values
- gap between HOMO and LUMO (eV) = 9.727
- SMILES string = CCO[P@](=O)(C#CC(C)(C)C)[C@@](C)(O)c1ccccc1
- HOMO (eV) = -9.062
- energy relative to the best compared isomer or geometry (same formula, charge and spin) (eV) = 0.022



4.
This record from OMol25 describes a structure of composition C16H24AgBO20 in a non-equilibrium geometry. The level of theory is wB97M-V/def2-TZVPD.

Structure (ORCA input):
```
! RIJCOSX wB97M-V def2-TZVPD def2/J DEFGRID3
* xyz 0 1
Ag 0.06 1.13 -0.10
O 1.25 -4.02 -4.54
C 0.42 -3.33 -4.05
O 0.26 -2.02 -4.18
B -0.92 -1.58 -3.43
O -1.33 -2.76 -2.67
C -0.68 -3.82 -3.08
O -0.86 -4.95 -2.75
O -1.96 -1.06 -4.32
C -2.21 0.19 -4.02
O -2.99 0.91 -4.56
C -1.37 0.58 -2.79
O -0.60 -0.44 -2.54
O -1.48 1.58 -2.14
C -2.31 -3.04 0.25
O -1.04 -3.22 0.88
C -0.30 -2.14 1.05
O -0.64 -1.01 0.75
O 0.81 -2.48 1.62
C 1.71 -1.51 2.13
H -2.63 -4.06 0.04
H -2.20 -2.52 -0.70
H -3.07 -2.52 0.84
H 2.25 -0.97 1.36
H 2.49 -2.03 2.68
H 1.20 -0.87 2.84
C -1.05 1.09 3.49
O 0.09 1.81 3.96
C 1.09 1.98 3.13
O 1.11 1.68 1.95
O 2.10 2.51 3.78
C 3.39 2.47 3.16
H -1.90 1.38 4.11
H -0.90 0.03 3.66
H -1.32 1.27 2.45
H 3.71 1.43 3.10
H 4.07 3.07 3.76
H 3.26 2.90 2.17
C 1.97 -2.14 -1.70
O 3.24 -1.50 -1.46
C 3.30 -0.27 -1.05
O 2.38 0.41 -0.66
O 4.58 0.10 -1.15
C 5.01 1.27 -0.51
H 1.22 -1.44 -2.05
H 1.68 -2.58 -0.74
H 2.17 -2.97 -2.38
H 5.09 2.10 -1.21
H 5.99 1.07 -0.06
H 4.37 1.59 0.31
C -2.87 4.66 0.87
O -3.68 3.63 0.28
C -3.14 2.42 0.33
O -1.99 2.18 0.56
O -4.10 1.55 0.07
C -3.75 0.18 0.04
H -3.00 4.57 1.95
H -3.30 5.62 0.61
H -1.82 4.51 0.67
H -4.33 -0.30 -0.74
H -3.82 -0.31 1.01
H -2.71 0.00 -0.26
*
```

Calculated values
- gap between HOMO and LUMO (eV) = 9.704
- HOMO (eV) = -9.737
- energy relative to the best compared isomer or geometry (same formula, charge and spin) (eV) = 0.357



5.
This record from OMol25 describes a structure of composition C16H24AgI2O12 in a non-equilibrium geometry. The level of theory is wB97M-V/def2-TZVPD.

Structure (ORCA input):
```
! RIJCOSX wB97M-V def2-TZVPD def2/J DEFGRID3
* xyz 0 2
Ag -2.35 0.01 0.05
I -3.80 -0.75 -2.32
I -3.46 1.11 2.46
C 3.87 1.87 3.23
C 2.86 2.12 2.14
C 3.25 1.66 0.72
O 2.23 0.76 0.34
C 1.27 0.72 1.26
O 0.19 0.28 1.07
O 1.67 1.31 2.39
H 4.27 0.86 3.18
H 3.51 2.11 4.23
H 4.71 2.54 3.04
H 2.56 3.16 2.18
H 4.16 1.07 0.90
H 3.44 2.48 0.05
C 0.84 -5.54 2.13
C -0.57 -5.04 1.95
C -1.19 -4.43 3.19
O -1.88 -3.28 2.68
C -1.70 -3.16 1.33
O -2.20 -2.31 0.68
O -0.83 -4.11 0.91
H 0.70 -6.32 2.88
H 1.50 -4.76 2.50
H 1.22 -5.96 1.20
H -1.23 -5.87 1.63
H -0.49 -4.01 3.91
H -1.91 -5.08 3.68
C -1.60 6.44 0.63
C -2.52 5.32 0.19
C -3.02 5.34 -1.25
O -2.84 3.98 -1.65
C -2.04 3.33 -0.80
O -1.60 2.21 -0.88
O -1.85 4.07 0.30
H -2.18 7.35 0.41
H -0.71 6.52 0.01
H -1.34 6.55 1.68
H -3.38 5.33 0.87
H -2.49 6.06 -1.89
H -4.06 5.63 -1.37
C 1.54 -2.03 -5.23
C 0.33 -2.23 -4.32
C 0.46 -3.32 -3.24
O 0.12 -2.65 -2.03
C 0.02 -1.32 -2.27
O -0.29 -0.54 -1.43
O 0.29 -1.03 -3.53
H 1.94 -1.02 -5.33
H 1.59 -2.49 -6.21
H 2.39 -2.48 -4.69
H -0.59 -2.51 -4.84
H 1.42 -3.82 -3.37
H -0.25 -4.14 -3.36
*
```

Calculated values
- gap between HOMO and LUMO (spin up / spin down) (eV) = 8.414 / 4.506
- expectation value of S² = 0.77
- HOMO (spin up / spin down) (eV) = -7.859 / -7.116
- energy relative to the best compared isomer or geometry (same formula, charge and spin) (eV) = 1.329



6.
This record from OMol25 describes a structure of composition C16H24BCoF9N6OSSiTe2 in a non-equilibrium geometry. The level of theory is wB97M-V/def2-TZVPD.

Structure (ORCA input):
```
! RIJCOSX wB97M-V def2-TZVPD def2/J DEFGRID3
* xyz -2 2
Co -0.34 -0.19 -1.16
C -2.47 1.90 4.77
Si -0.77 1.10 4.68
C 0.30 2.10 5.91
C -0.71 -0.66 5.34
C 0.08 1.27 3.01
C 1.24 1.98 2.85
C 1.84 2.09 1.59
C 1.25 1.45 0.54
N 0.13 0.71 0.67
C -0.52 0.62 1.87
S -1.98 -0.21 2.10
H -2.73 2.17 5.81
H -3.24 1.24 4.38
H -2.50 2.82 4.17
H -0.14 2.03 6.91
H 0.35 3.16 5.64
H 1.32 1.71 5.97
H -1.11 -0.72 6.36
H 0.32 -1.02 5.37
H -1.28 -1.33 4.71
H 1.70 2.47 3.70
H 2.74 2.67 1.43
H 1.66 1.52 -0.46
C 4.54 -1.93 -2.73
N 3.43 -1.66 -1.84
C 3.38 -1.80 -0.47
C 2.14 -1.40 -0.09
N 1.45 -0.99 -1.21
C 2.26 -1.17 -2.24
H 5.35 -2.38 -2.16
H 4.89 -1.00 -3.18
H 4.22 -2.61 -3.52
H 4.21 -2.18 0.10
H 1.70 -1.40 0.88
H 2.04 -1.04 -3.28
F -1.83 -3.78 0.59
B -0.60 -3.22 0.33
F 0.15 -3.00 1.48
F 0.12 -3.97 -0.61
F -0.84 -1.90 -0.32
C -1.68 -2.57 -5.14
Te -0.79 -1.08 -3.89
C -2.70 -0.09 -3.94
H -2.62 -2.89 -4.67
H -0.99 -3.40 -5.24
H -1.88 -2.11 -6.10
H -3.08 -0.11 -4.96
H -2.58 0.93 -3.61
H -3.38 -0.62 -3.27
N -5.13 2.78 1.49
C -4.53 2.25 0.66
N -3.96 1.69 -0.37
C -2.94 1.03 -0.64
N -2.07 0.39 -1.10
F 0.94 3.37 -3.32
Te 0.89 1.53 -3.78
F 0.99 -2.06 -4.78
F 1.63 2.36 -5.49
F 2.78 1.67 -3.10
F -0.82 2.13 -4.57
O 0.17 1.32 -2.05
*
```

Calculated values
- gap between HOMO and LUMO (spin up / spin down) (eV) = 5.634 / 4.674
- expectation value of S² = 0.88
- HOMO (spin up / spin down) (eV) = -2.339 / -2.336
- energy relative to the best compared isomer or geometry (same formula, charge and spin) (eV) = 0.000



7.
This record from OMol25 describes the ion C16H24BN2O2 with charge +1 in a non-equilibrium geometry. The level of theory is wB97M-V/def2-TZVPD.

Structure (ORCA input):
```
! RIJCOSX wB97M-V def2-TZVPD def2/J DEFGRID3
* xyz 1 1
C 0.56 3.52 0.51
B 0.09 2.64 -0.78
O 0.04 3.28 -2.02
C -0.25 1.08 -0.54
C 0.50 0.09 -1.50
C 1.98 -0.30 -1.11
C 2.07 -1.04 0.26
C 2.20 -0.18 1.45
C 2.25 -0.70 2.80
C 2.15 -2.14 2.96
C 2.06 -2.99 1.80
C 2.01 -2.50 0.42
C 1.88 -3.44 -0.81
N -0.36 -1.12 -1.31
C -1.53 -0.93 -0.80
C -1.77 0.60 -0.54
C -2.69 1.14 -1.75
N -3.87 0.27 -1.96
C -2.52 1.04 0.78
C -2.08 0.26 2.06
O -1.48 0.86 2.92
H -0.16 3.34 1.36
H 0.60 4.61 0.27
H 1.57 3.13 0.83
H 0.68 4.02 -1.97
H 0.02 0.94 0.55
H 0.38 0.37 -2.58
H 2.55 0.66 -1.05
H 2.47 -0.91 -1.92
H 2.25 0.93 1.32
H 2.32 0.00 3.66
H 2.15 -2.53 4.01
H 2.00 -4.09 1.97
H 2.16 -2.94 -1.78
H 0.77 -3.70 -0.90
H 2.41 -4.42 -0.71
H -0.17 -2.10 -1.53
H -2.26 -1.74 -0.58
H -3.02 2.18 -1.46
H -2.06 1.16 -2.68
H -3.61 -0.54 -2.52
H -4.19 -0.10 -1.06
H -2.25 2.12 0.95
H -3.64 1.01 0.69
H -2.23 -0.85 2.24
*
```

Calculated values
- gap between HOMO and LUMO (eV) = 7.815
- SMILES string = CB(O)[C@@H]1[C@@H](Cc2ccccc2C)[NH+]=C[C@@]1(CN)CC=O
- HOMO (eV) = -11.971



8.
This record from OMol25 describes a structure of composition C16H24BrI3O4 in a non-equilibrium geometry. The level of theory is wB97M-V/def2-TZVPD.

Structure (ORCA input):
```
! RIJCOSX wB97M-V def2-TZVPD def2/J DEFGRID3
* xyz 0 1
C -3.36 0.48 1.39
C -2.40 0.11 0.54
C -1.16 0.97 0.33
C -0.03 0.23 -0.42
C -0.49 0.12 -1.92
C -1.02 -1.25 -2.37
C 0.11 -2.20 -2.76
I -0.53 -4.24 -2.77
C 0.32 -1.12 0.23
C 0.07 -1.32 1.73
O -0.44 -2.66 1.87
C -0.86 -2.98 3.12
C 0.10 -2.77 4.26
O -1.94 -3.46 3.28
O 1.75 -1.28 0.04
C 2.28 -0.19 -0.70
O 3.59 -0.03 -0.31
C 1.35 0.99 -0.33
Br 1.82 1.53 1.50
C 1.61 2.16 -1.33
I 3.50 3.16 -1.06
C 0.46 3.17 -1.46
C 0.24 4.10 -0.28
I 0.82 4.44 -3.20
H -4.02 -0.24 1.87
H -3.46 1.52 1.66
H -2.52 -0.82 0.01
H -1.41 1.90 -0.17
H -0.79 1.23 1.32
H -1.30 0.83 -2.08
H 0.30 0.39 -2.62
H -1.66 -1.15 -3.25
H -1.61 -1.75 -1.61
H 0.95 -2.17 -2.06
H 0.52 -1.96 -3.74
H -0.12 -2.00 -0.23
H 1.02 -1.21 2.26
H -0.66 -0.64 2.15
H -0.32 -2.01 4.93
H 0.14 -3.70 4.81
H 1.10 -2.50 3.93
H 2.17 -0.35 -1.78
H 4.12 -0.72 -0.72
H 1.73 1.69 -2.30
H -0.45 2.66 -1.75
H -0.05 3.55 0.61
H -0.58 4.79 -0.52
H 1.12 4.71 -0.07
*
```

Calculated values
- gap between HOMO and LUMO (eV) = 8.998
- HOMO (eV) = -8.954